(1)
DFT (the ωB97M-V functional and the def2-TZVPD basis) results for C18H48FLiO6 as an isolated structure in a non-equilibrium geometry.

Structure (XYZ):
```
74
Properties=species:S:1:pos:R:3:lowdin_charge:R:1
Li 2.4170 -1.0467 -2.2621 0.873
F 0.2203 -1.1560 -0.2389 -0.886
C 5.8698 -3.4193 2.3327 -0.069
C 5.0274 -2.2329 1.8195 -0.492
C 5.1918 -0.9572 2.6502 -0.051
O 5.3308 -1.9644 0.4573 -0.068
H 5.5931 -3.4242 3.3870 0.080
H 6.9128 -3.1437 2.1772 0.075
H 5.6452 -4.3696 1.8484 0.080
H 4.1226 -2.8176 1.9855 0.135
H 4.6909 -1.1867 3.5907 0.077
H 4.6521 -0.1354 2.1795 0.079
H 6.1879 -0.5968 2.9070 0.080
H 6.2291 -1.6282 0.4165 0.083
C 0.5532 -2.0836 6.1866 -0.073
C -0.6297 -1.2398 5.6786 -0.479
C -1.5212 -0.5171 6.6991 -0.048
O -0.1200 -0.2609 4.7895 -0.048
H 0.3265 -2.7471 7.0212 0.069
H 1.3189 -1.4910 6.6872 0.072
H 1.0620 -2.6891 5.4366 0.072
H -1.2045 -2.0388 5.2104 0.125
H -1.0936 -0.6571 7.6919 0.061
H -2.3641 -1.1453 6.9875 0.070
H -1.7515 0.5433 6.5960 0.081
H -0.1747 -0.6086 3.8963 0.094
C -3.5785 3.4626 -5.2513 -0.059
C -3.8703 1.9411 -5.4201 -0.454
C -4.5887 1.7139 -6.7868 -0.062
O -2.7081 1.1323 -5.5850 -0.072
H -2.9244 3.7699 -6.0673 0.074
H -2.9791 3.6048 -4.3522 0.064
H -4.4309 4.1369 -5.1680 0.074
H -4.3295 1.5111 -4.5300 0.133
H -3.9363 1.9708 -7.6213 0.080
H -5.5268 2.2634 -6.8648 0.069
H -4.9828 0.7017 -6.8785 0.070
H -2.3799 0.8941 -4.7148 0.084
C -0.6799 -6.5471 0.1788 -0.083
C -1.0286 -6.6836 -1.2871 -0.487
C -1.9021 -7.9352 -1.5634 -0.048
O -1.6389 -5.4846 -1.7957 -0.041
H -1.3653 -6.7896 0.9909 0.079
H -0.1314 -5.6502 0.4667 0.080
H 0.0495 -7.3172 0.4297 0.073
H -0.0466 -6.8577 -1.7269 0.120
H -2.8678 -7.5964 -1.1884 0.075
H -1.6860 -8.8567 -1.0229 0.079
H -2.1135 -8.0263 -2.6288 0.074
H -1.1242 -4.8014 -1.3599 0.078
C 3.0303 5.5570 -3.7426 -0.068
C 3.5195 4.4760 -2.7852 -0.469
C 3.7476 5.0659 -1.3764 -0.065
O 2.6570 3.3249 -2.7399 -0.065
H 2.0870 6.0330 -3.4749 0.079
H 2.7060 5.1299 -4.6916 0.072
H 3.8507 6.2456 -3.9446 0.083
H 4.4493 4.0467 -3.1584 0.132
H 4.5307 5.7856 -1.1377 0.076
H 4.1234 4.2612 -0.7445 0.068
H 2.8532 5.4016 -0.8516 0.078
H 1.8316 3.5274 -2.2935 0.086
C -2.2499 3.6853 1.2313 -0.067
C -3.5063 2.8284 1.3987 -0.506
C -4.7473 3.7558 1.2109 -0.051
O -3.5502 1.7645 0.5109 -0.044
H -1.3334 3.1194 1.3982 0.076
H -2.2651 4.4276 2.0294 0.072
H -2.1386 4.3155 0.3489 0.076
H -3.5934 2.3675 2.3826 0.130
H -4.6977 4.4677 2.0348 0.070
H -5.6931 3.2159 1.2562 0.075
H -4.6174 4.3601 0.3131 0.073
H -2.7156 1.2951 0.4414 0.093
```

Energy above the lowest of the compared OMol25 structures with the same formula, charge and spin in eV: 8.490
Orbital gap in eV: 6.6

(2)
DFT (the ωB97M-V functional and the def2-TZVPD basis) results for a 8-piece molecular cluster, C18H49F6N4O13S2 overall in a non-equilibrium geometry.

Structure (XYZ):
```
92
Properties=species:S:1:pos:R:3:lowdin_charge:R:1
N 0.1544 1.0671 0.7130 0.359
H 0.0445 0.0635 0.7411 0.163
H -0.4637 1.5341 0.0650 0.155
H 1.1213 1.2753 0.5083 0.153
H -0.1030 1.4325 1.6187 0.162
C -1.0618 3.0236 8.4988 -0.614
F -0.8480 3.7764 9.5374 0.145
F -0.1874 2.0034 8.4869 0.101
F -2.3786 2.5650 8.5109 0.060
S -0.7864 4.0744 6.8231 0.460
O -1.7501 5.1479 6.9187 -0.368
O 0.6123 4.5745 6.7884 -0.392
O -1.0752 3.1515 5.7320 -0.393
C 0.3069 -5.4721 5.0806 -0.601
F -0.6767 -6.1366 5.6905 0.107
F 0.1188 -4.1748 5.3521 0.106
F 1.5365 -5.8706 5.5636 0.067
S 0.2036 -5.8725 3.1533 0.439
O -1.2177 -5.9080 2.8991 -0.364
O 0.8445 -4.7881 2.3760 -0.405
O 0.8724 -7.1243 2.9324 -0.350
C 1.9196 7.6992 0.5653 -0.251
C 0.6156 8.4904 0.3479 -0.281
O 0.9517 9.7467 -0.0452 -0.055
O 2.6297 7.3369 -0.5912 -0.065
H 1.5339 6.7693 0.9830 0.107
H 2.6245 8.0733 1.3078 0.128
H 0.0627 8.6013 1.2807 0.127
H -0.0207 8.0706 -0.4313 0.120
H 1.2026 9.5705 -0.9549 0.085
H 3.4512 7.8305 -0.6472 0.085
C -1.1081 3.6566 -4.8128 -0.225
C -1.2981 2.4860 -5.8600 -0.212
O -0.3841 2.6829 -6.9600 -0.087
O -1.7395 3.2851 -3.5673 -0.075
H -1.4062 4.6080 -5.2534 0.110
H -0.0325 3.8314 -4.7889 0.106
H -2.3043 2.4199 -6.2739 0.111
H -1.0697 1.5246 -5.4000 0.115
H -0.7174 3.3253 -7.5908 0.079
H -2.1824 4.0581 -3.2098 0.077
C 3.0296 -5.8826 -3.8430 -0.087
C 1.8227 -5.2575 -4.4156 -0.434
C 0.5595 -6.1451 -4.2229 -0.195
O -0.6484 -5.6177 -4.7462 -0.185
C -0.8164 -5.9626 -6.0830 -0.138
N 1.5772 -3.9640 -3.7357 0.033
H 3.1663 -6.8230 -4.3769 0.078
H 3.0269 -6.1514 -2.7866 0.090
H 3.9442 -5.3110 -4.0006 0.081
H 1.9579 -5.0767 -5.4819 0.131
H 0.3594 -6.2713 -3.1589 0.135
H 0.6442 -7.1363 -4.6684 0.115
H -1.6711 -5.4074 -6.4695 0.091
H -0.7837 -7.0352 -6.2742 0.088
H -0.0244 -5.5754 -6.7240 0.077
H 1.4467 -4.0578 -2.7386 0.070
H 0.6407 -3.6984 -4.0052 0.052
C -6.2490 -0.2787 1.5821 -0.059
C -6.2954 -0.9173 0.2048 -0.438
C -7.0760 -0.0333 -0.8415 -0.220
O -8.3785 0.0091 -0.3214 -0.185
C -9.2098 0.8099 -1.2126 -0.085
N -4.9475 -1.3443 -0.1442 0.014
H -5.4578 -0.7351 2.1769 0.077
H -7.2404 -0.3129 2.0339 0.078
H -5.9684 0.7682 1.4663 0.076
H -6.8902 -1.8307 0.1931 0.129
H -6.9934 -0.5341 -1.8062 0.116
H -6.6948 0.9868 -0.8864 0.121
H -8.9127 0.7690 -2.2606 0.077
H -9.2576 1.8537 -0.9022 0.085
H -10.2072 0.3739 -1.2691 0.081
H -4.9189 -1.6758 -1.0978 0.057
H -4.7830 -2.2368 0.2990 0.075
C 6.1245 1.7678 2.4505 -0.059
C 6.1426 0.6809 1.3797 -0.443
C 5.9287 -0.8209 1.8330 -0.183
O 7.0284 -1.3112 2.6111 -0.190
C 6.6323 -2.5374 3.2649 -0.099
N 5.1446 1.0461 0.4461 -0.005
H 6.9152 1.5981 3.1812 0.079
H 5.1911 1.7883 3.0131 0.080
H 6.1614 2.7872 2.0663 0.070
H 7.0754 0.6892 0.8158 0.132
H 5.7651 -1.4169 0.9352 0.115
H 5.0330 -0.9778 2.4340 0.117
H 6.0938 -3.1926 2.5801 0.083
H 5.9615 -2.3794 4.1094 0.089
H 7.5077 -3.1147 3.5624 0.084
H 5.2144 2.0267 0.2144 0.064
H 5.3345 0.6599 -0.4676 0.072
```

Charge: -1
Orbital gap in eV: 5.6

Number 1: lowest unoccupied orbital energy -1.62 eV. Number 2: lowest unoccupied orbital energy -0.27 eV.